(1)
This record from OMol25 describes 14 unconnected molecules or ions with the total composition C18H22Cl39F4ISi. The level of theory is ωB97M-V with the def2-TZVPD basis set.

Geometry as XYZ:
```
85
Properties=species:S:1:pos:R:3:lowdin_charge:R:1
C 2.031 1.029 -2.611 -0.170
C 1.538 2.462 -2.915 -0.785
I 0.423 2.506 -4.760 0.900
C 0.779 3.121 -1.753 -0.382
Si -1.080 2.944 -1.627 0.735
C -1.730 1.127 -1.837 -0.510
F -0.735 0.202 -1.792 0.043
F -2.533 0.865 -0.738 -0.010
C -2.582 0.877 -3.119 -0.377
F -3.900 0.859 -2.789 0.052
F -2.280 -0.316 -3.661 0.082
H 1.819 0.778 -1.569 0.049
H 3.106 0.957 -2.789 0.073
H 1.523 0.280 -3.218 0.047
H 2.403 3.083 -3.151 0.058
H 1.244 2.784 -0.823 0.013
H 0.946 4.208 -1.794 0.082
H -1.493 3.352 -0.272 -0.044
H -1.832 3.766 -2.590 -0.037
H -2.442 1.662 -3.865 0.095
C 4.361 1.628 0.931 -1.528
Cl 4.123 -0.039 0.417 0.520
Cl 5.246 2.552 -0.284 0.535
Cl 2.817 2.397 1.304 0.533
H 4.946 1.613 1.842 0.010
C -2.349 5.459 -6.734 -1.545
Cl -2.491 3.756 -7.179 0.483
Cl -1.907 5.628 -5.037 0.496
Cl -1.190 6.288 -7.772 0.532
H -3.318 5.918 -6.878 0.012
C -5.727 0.684 -7.825 -1.545
Cl -5.823 -1.021 -8.274 0.538
Cl -5.404 0.860 -6.103 0.541
Cl -4.510 1.519 -8.789 0.513
H -6.687 1.137 -8.036 0.013
C -6.603 -2.591 -11.774 -1.574
Cl -6.226 -4.253 -12.228 0.526
Cl -5.356 -1.482 -12.339 0.518
Cl -8.191 -2.116 -12.377 0.522
H -6.629 -2.537 -10.694 -0.031
C 5.481 -4.243 1.136 -1.542
Cl 4.722 -3.298 -0.146 0.510
Cl 6.947 -5.030 0.548 0.517
Cl 5.817 -3.232 2.540 0.515
H 4.786 -5.015 1.437 0.014
C -1.976 -1.510 1.531 -1.558
Cl -1.747 -2.690 0.242 0.540
Cl -3.178 -2.068 2.694 0.522
Cl -0.445 -1.156 2.339 0.510
H -2.337 -0.593 1.084 -0.019
C 9.248 -4.827 5.034 -1.562
Cl 7.951 -4.047 5.950 0.531
Cl 8.612 -5.567 3.566 0.508
Cl 10.536 -3.685 4.662 0.542
H 9.661 -5.610 5.656 -0.040
C 7.427 -7.735 6.789 -1.555
Cl 7.352 -7.444 8.522 0.520
Cl 9.070 -8.169 6.294 0.541
Cl 6.282 -8.981 6.301 0.539
H 7.160 -6.816 6.280 -0.031
C -5.855 1.301 0.731 -1.544
Cl -6.386 -0.344 1.073 0.535
Cl -7.211 2.311 0.231 0.519
Cl -5.023 1.987 2.134 0.531
H -5.146 1.261 -0.083 -0.010
C -3.656 5.576 2.847 -1.561
Cl -4.600 6.592 1.759 0.512
Cl -2.214 4.963 2.034 0.515
Cl -3.230 6.448 4.318 0.534
H -4.269 4.729 3.123 -0.022
C 2.549 1.821 5.606 -1.551
Cl 1.877 0.850 4.301 0.497
Cl 4.312 1.710 5.622 0.519
Cl 2.029 3.500 5.472 0.527
H 2.181 1.430 6.546 0.012
C -8.706 5.963 -1.187 -1.557
Cl -7.584 6.353 0.114 0.503
Cl -9.715 4.585 -0.749 0.513
Cl -9.697 7.359 -1.614 0.528
H -8.125 5.688 -2.058 0.012
C 6.562 -8.954 12.593 -1.558
Cl 5.318 -7.985 13.382 0.524
Cl 5.939 -9.711 11.129 0.516
Cl 7.988 -7.978 12.236 0.513
H 6.858 -9.739 13.277 0.010
```

Summary:
HOMO level = -0.3537 hartree
HOMO-LUMO gap = 9.7 eV

---

(2)
This record from OMol25 describes a gas-phase ion, C18H22ClN4O (charge +1) at a distorted geometry. The level of theory is ωB97M-V with the def2-TZVPD basis set.

Geometry as XYZ:
```
46
Properties=species:S:1:pos:R:3:nbo_charge:R:1
O -0.839 1.611 -4.179 -0.543
Cl -2.852 -7.043 -0.253 0.012
N -0.047 -0.712 -0.460 -0.546
C -0.273 1.484 -3.124 0.623
C 0.230 0.353 -1.127 0.536
C 0.678 2.519 -2.776 -0.338
C -0.938 -1.410 -1.254 0.122
C -1.182 -0.763 -2.429 -0.074
C 1.395 2.420 -1.604 0.243
C -1.357 -4.853 0.278 -0.231
C -2.892 -4.621 -1.565 -0.223
C -0.903 -3.551 0.049 -0.180
C -2.475 -3.319 -1.779 -0.177
C -2.362 -5.372 -0.528 -0.002
C -1.470 -2.761 -0.977 -0.076
N -0.411 0.396 -2.331 -0.386
N 1.100 1.355 -0.685 -0.441
C 2.457 3.495 -1.331 -0.659
C 2.105 0.890 0.323 -0.223
C 0.387 0.949 3.735 -0.417
C 0.670 2.772 2.116 -0.429
C -0.919 0.953 1.791 -0.432
C 1.493 0.470 1.672 -0.253
N 0.414 1.320 2.301 -0.231
H 0.868 3.330 -3.493 0.261
H -1.753 -1.032 -3.304 0.258
H -0.850 -5.460 1.026 0.235
H -3.670 -5.045 -2.196 0.240
H -0.085 -3.183 0.690 0.214
H -2.918 -2.725 -2.541 0.217
H 2.187 4.126 -0.453 0.221
H 2.561 4.198 -2.191 0.262
H 3.420 3.014 -1.153 0.230
H 2.683 0.026 -0.096 0.250
H 2.771 1.725 0.507 0.221
H -0.432 1.466 4.285 0.242
H 1.272 1.244 4.286 0.237
H 0.250 -0.144 3.810 0.243
H 1.469 3.168 2.779 0.242
H 0.925 3.022 1.088 0.243
H -0.274 3.326 2.331 0.244
H -1.729 1.430 2.397 0.235
H -1.090 1.266 0.732 0.250
H -1.090 -0.153 1.810 0.262
H 2.352 0.361 2.355 0.237
H 1.122 -0.543 1.468 0.281
```

Summary:
Relative energy (zero: lowest compared OMol25 entry of this formula, charge and spin) = 10.5 kcal/mol
HOMO level = -0.3946 hartree
Net charge = +1
HOMO-LUMO gap = 8.1 eV

---

(3)
This record from OMol25 describes a molecular structure, C18H22F3N5O7S3Y. The level of theory is ωB97M-V with the def2-TZVPD basis set.

Geometry as XYZ:
```
59
Properties=species:S:1:pos:R:3:nbo_charge:R:1
Y 0.242 0.108 -0.552 1.770
O 0.536 -1.000 -2.608 -0.630
C -0.282 -1.341 -3.457 0.479
C -1.719 -1.280 -3.381 -0.328
C -2.409 -1.671 -4.532 -0.077
C -3.778 -1.633 -4.570 -0.085
C -4.515 -1.203 -3.452 -0.130
C -3.867 -0.826 -2.316 -0.317
C -2.438 -0.848 -2.216 0.561
O -1.879 -0.508 -1.129 -0.794
N -4.475 -2.042 -5.776 0.538
O -3.812 -2.417 -6.730 -0.409
O -5.694 -1.997 -5.775 -0.409
H 0.111 -1.746 -4.404 0.132
H -1.864 -2.004 -5.406 0.239
H -5.594 -1.182 -3.516 0.240
H -4.412 -0.498 -1.441 0.222
C 1.665 -3.587 2.569 -0.646
C 1.571 -2.344 1.711 -0.171
S 0.207 -2.308 0.589 -0.447
C 2.491 -1.372 1.824 -0.183
C 3.633 -1.513 2.807 -0.643
S 2.510 0.113 0.866 -0.460
H 0.936 -4.327 2.245 0.220
H 1.467 -3.361 3.623 0.200
H 2.659 -4.039 2.517 0.201
H 3.281 -1.843 3.789 0.200
H 4.148 -0.563 2.930 0.220
H 4.367 -2.249 2.462 0.202
C -2.427 0.808 1.446 -0.073
N -3.128 1.292 2.632 -0.470
C -2.609 0.570 3.798 -0.076
N -1.171 0.767 3.971 -0.467
C -0.491 0.290 2.771 -0.101
N -0.958 1.008 1.544 -0.563
C -0.708 2.460 1.767 -0.075
N -1.387 2.957 2.958 -0.467
C -2.822 2.713 2.805 -0.077
C -0.914 2.197 4.116 -0.075
H -2.794 1.339 0.566 0.207
H -2.615 -0.256 1.311 0.229
H -2.808 -0.495 3.671 0.202
H -3.129 0.925 4.691 0.187
H -0.678 -0.773 2.628 0.241
H 0.584 0.446 2.858 0.239
H -1.059 3.016 0.899 0.210
H 0.369 2.604 1.860 0.229
H -3.184 3.263 1.934 0.197
H -3.340 3.081 3.694 0.190
H -1.422 2.564 5.011 0.187
H 0.160 2.354 4.227 0.203
F 1.585 2.783 -4.385 -0.315
C 1.854 2.681 -3.081 0.702
F 2.416 1.488 -2.856 -0.296
F 2.730 3.630 -2.754 -0.310
S 0.322 2.820 -2.081 2.347
O -0.177 4.140 -2.296 -0.923
O -0.492 1.701 -2.550 -0.973
O 0.819 2.512 -0.730 -1.003
```

Summary:
Relative energy (zero: lowest compared OMol25 entry of this formula, charge and spin) = 4.3 kcal/mol
HOMO level = -0.1478 hartree
Net charge = -1
HOMO-LUMO gap = 5.9 eV

---

no.,LUMO level (eV)
1,0.080
2,-2.618
3,1.892